1.
{"formula": "C5H6O2S2", "method": "wB97M-V/def2-TZVPD", "charge": 0, "orbital_gap_ev": 7.53, "spin_multiplicity": 1, "lumo_ev": 0.7, "homo_energy_ha": -0.2516, "de_lowest_kcal_mol": 51.8, "smiles": "C1COC2=C(O1)SCS2", "total_energy_ev": -31043.7031, "symbols": ["H", "H", "C", "C", "C", "H", "C", "S", "H", "H", "O", "S", "C", "O", "H"], "positions_angstrom": [[-0.921, -3.102, -1.870], [-1.584, -3.277, -0.192], [1.028, 1.334, 1.189], [-1.037, -2.639, -0.966], [0.312, 1.988, -0.002], [2.011, 1.749, 1.619], [-0.884, 0.090, -0.288], [-1.765, -1.024, -1.431], [0.080, 3.102, 0.369], [0.955, 1.772, -0.815], [-0.933, 1.432, -0.260], [0.562, -2.288, -0.134], [0.497, -0.578, -0.024], [1.368, -0.077, 0.877], [0.311, 1.517, 1.926]]}


2.
{"formula": "C5H6O3", "method": "wB97M-V/def2-TZVPD", "charge": 0, "orbital_gap_ev": 10.30, "spin_multiplicity": 1, "lumo_ev": 0.1, "homo_energy_ha": -0.3763, "de_lowest_kcal_mol": 13.1, "smiles": "C=C(C)C=O.O=C=O", "total_energy_ev": -11423.8454, "symbols": ["H", "O", "C", "C", "H", "C", "C", "H", "O", "H", "O", "H", "C", "H"], "positions_angstrom": [[-1.388, 0.355, -1.081], [-0.465, -2.321, 0.314], [-2.677, -3.704, 0.420], [1.174, 0.799, 0.519], [-0.138, 0.826, -1.781], [0.213, -1.429, 0.696], [-0.433, 0.021, -1.255], [0.584, -1.436, 1.688], [-2.362, -4.258, -0.523], [-0.402, -0.890, -1.818], [-2.991, -3.117, 1.357], [1.521, 0.520, 1.512], [0.314, -0.120, 0.063], [1.087, 1.817, 0.226]]}


3.
{"formula": "C5H6OS", "method": "wB97M-V/def2-TZVPD", "charge": 0, "orbital_gap_ev": 9.61, "spin_multiplicity": 1, "lumo_ev": -0.2, "homo_energy_ha": -0.3594, "de_lowest_kcal_mol": 111.7, "total_energy_ev": -18159.7956, "symbols": ["H", "O", "H", "C", "H", "S", "C", "C", "C", "H", "H", "H", "C"], "positions_angstrom": [[-0.406, 2.367, 1.046], [-0.314, 1.966, -1.414], [0.299, -0.527, -1.910], [2.951, -1.207, -0.236], [-2.078, 1.779, 0.662], [-1.293, -1.501, -0.396], [-0.096, -0.307, -0.886], [1.898, -0.678, -0.393], [-0.369, 1.158, -0.520], [-0.947, 0.615, 1.420], [-1.346, -2.012, -1.702], [3.977, -1.512, -0.118], [-0.993, 1.524, 0.773]]}


4.
{"formula": "C5H6OS", "method": "wB97M-V/def2-TZVPD", "charge": 0, "orbital_gap_ev": 9.11, "spin_multiplicity": 1, "lumo_ev": 0.9, "homo_energy_ha": -0.3015, "de_lowest_kcal_mol": 93.5, "smiles": "C1=CS[C@H]2C[C@@H]2O1", "total_energy_ev": -18160.5853, "symbols": ["S", "H", "H", "C", "H", "C", "O", "C", "C", "H", "C", "H", "H"], "positions_angstrom": [[-0.644, -1.740, -0.022], [0.273, -0.027, -1.308], [2.696, 0.059, 0.556], [0.632, -0.628, 0.602], [2.346, -0.793, -1.063], [0.654, 0.460, -0.439], [-0.120, 1.498, 0.034], [-1.415, 0.960, 0.082], [2.008, -0.369, -0.068], [-2.871, -0.565, -0.282], [-1.738, -0.296, -0.176], [0.417, -0.248, 1.566], [-2.239, 1.688, 0.518]]}


5.
{"formula": "C5H6OS", "method": "wB97M-V/def2-TZVPD", "charge": 0, "orbital_gap_ev": 8.00, "spin_multiplicity": 1, "lumo_ev": -0.9, "homo_energy_ha": -0.3258, "de_lowest_kcal_mol": 49.2, "smiles": "S=CC1=CCOC1", "total_energy_ev": -18162.5061, "symbols": ["C", "H", "H", "C", "C", "S", "C", "C", "H", "H", "H", "H", "O"], "positions_angstrom": [[-0.030, -1.158, -0.174], [-2.120, 1.650, -0.051], [0.561, 1.851, -0.803], [-1.920, 0.593, -0.122], [0.523, 1.114, -0.026], [-3.257, -0.273, 0.065], [1.424, -1.029, 0.106], [-0.530, 0.056, -0.018], [2.057, -1.550, -0.545], [0.323, 1.804, 0.902], [1.673, -1.405, 1.110], [-0.493, -2.093, -0.458], [1.790, 0.440, 0.014]]}


6.
{"formula": "C5H6OS", "method": "wB97M-V/def2-TZVPD", "charge": 0, "orbital_gap_ev": 9.41, "spin_multiplicity": 1, "lumo_ev": 0.8, "homo_energy_ha": -0.3162, "de_lowest_kcal_mol": 48.3, "total_energy_ev": -18162.5446, "symbols": ["H", "H", "C", "H", "H", "C", "C", "H", "H", "O", "C", "C", "S"], "positions_angstrom": [[1.058, -1.263, 1.771], [0.563, -1.713, -1.247], [-1.032, 1.021, -0.471], [-1.471, 1.836, 0.070], [-0.920, -0.886, 1.847], [-0.310, -0.057, -0.029], [-0.559, -0.123, -2.234], [1.224, 1.585, 1.721], [-0.588, -0.311, -3.288], [-1.184, 0.982, -1.800], [-0.097, -0.341, 1.394], [0.000, -0.805, -1.197], [0.178, 1.128, 2.405]]}


7.
{"formula": "C5H6OS2", "method": "wB97M-V/def2-TZVPD", "charge": 0, "orbital_gap_ev": 9.63, "spin_multiplicity": 1, "lumo_ev": 0.7, "homo_energy_ha": -0.3286, "de_lowest_kcal_mol": 78.6, "total_energy_ev": -28996.5459, "symbols": ["S", "C", "C", "H", "C", "H", "C", "H", "H", "O", "H", "H", "C", "S"], "positions_angstrom": [[-1.696, -1.236, -0.300], [0.880, -0.753, -0.900], [-0.139, -1.378, 0.830], [-0.671, 1.587, -1.039], [-0.200, -0.170, -0.107], [-0.392, -1.331, 1.924], [-0.399, 1.404, -0.087], [1.193, -0.845, -2.003], [1.259, -2.895, -0.160], [-2.906, -0.641, 0.282], [-1.098, 1.590, 0.777], [0.539, 1.814, 0.165], [1.021, -1.905, 0.028], [2.339, -0.684, 0.166]]}


8.
{"formula": "C5H6OS2", "method": "wB97M-V/def2-TZVPD", "charge": 0, "orbital_gap_ev": 8.23, "spin_multiplicity": 1, "lumo_ev": -0.7, "homo_energy_ha": -0.3276, "de_lowest_kcal_mol": 74.1, "smiles": "CC1=C[C@H](S)C(=S)O1", "total_energy_ev": -28996.7426, "symbols": ["C", "O", "H", "H", "H", "C", "H", "C", "S", "S", "H", "C", "H", "C"], "positions_angstrom": [[0.306, -0.100, 0.770], [0.428, 1.206, 0.322], [1.090, -0.323, -2.568], [1.315, 2.094, -2.566], [-1.746, -0.087, -1.710], [1.491, 2.210, -1.465], [1.290, 3.311, -1.169], [0.584, -0.122, -1.445], [-0.079, -0.433, 2.414], [-1.646, -1.289, -0.695], [0.628, -1.867, -0.161], [0.693, 1.104, -0.994], [2.671, 2.157, -1.216], [0.083, -0.990, -0.315]]}


9.
{"formula": "C5H6S", "method": "wB97M-V/def2-TZVPD", "charge": 0, "orbital_gap_ev": 9.00, "spin_multiplicity": 1, "lumo_ev": 0.6, "homo_energy_ha": -0.3076, "de_lowest_kcal_mol": 53.8, "smiles": "C1=C[C@@H]2S[C@@H]2C1", "total_energy_ev": -16114.2066, "symbols": ["C", "C", "C", "C", "C", "H", "S", "H", "H", "H", "H", "H"], "positions_angstrom": [[0.886, 0.858, 0.439], [-0.577, -1.088, -0.152], [-0.405, 1.278, -0.209], [0.781, -0.679, 0.343], [-0.935, 0.189, -0.906], [-1.915, 0.176, -1.324], [1.964, -0.013, -0.706], [1.273, 1.397, 1.339], [-0.692, 2.426, -0.284], [-1.171, -1.154, 0.880], [-0.464, -2.306, -0.553], [1.254, -1.083, 1.133]]}


10.
{"formula": "C5H6S2", "method": "wB97M-V/def2-TZVPD", "charge": 0, "orbital_gap_ev": 8.45, "spin_multiplicity": 1, "lumo_ev": -0.1, "homo_energy_ha": -0.3142, "de_lowest_kcal_mol": 118.8, "total_energy_ev": -26946.7744, "symbols": ["C", "H", "C", "C", "H", "H", "H", "S", "H", "C", "C", "S", "H"], "positions_angstrom": [[0.818, -0.224, -0.010], [2.463, -1.274, 0.743], [0.752, 0.863, 0.988], [1.317, -1.504, 0.706], [-0.537, 2.171, -0.897], [-3.084, 1.318, 0.829], [1.279, -2.455, 0.102], [0.499, -1.783, 2.363], [1.433, 0.215, -0.752], [-2.326, 2.013, 0.683], [-1.330, 2.031, -0.128], [0.397, 0.444, 2.455], [-0.206, -0.329, -0.495]]}


11.
{"formula": "C5H6S3", "method": "wB97M-V/def2-TZVPD", "charge": 0, "orbital_gap_ev": 7.83, "spin_multiplicity": 1, "lumo_ev": -0.4, "homo_energy_ha": -0.3038, "de_lowest_kcal_mol": 13.7, "smiles": "CCc1cc(=S)ss1", "total_energy_ev": -37787.1977, "symbols": ["S", "H", "C", "C", "C", "S", "H", "C", "H", "S", "H", "C", "H", "H"], "positions_angstrom": [[-0.480, -3.061, 1.130], [1.973, 2.373, -0.818], [-0.046, -0.544, -0.121], [-1.326, -0.722, 0.137], [0.483, 0.757, -0.815], [0.999, -1.716, 0.428], [0.965, 0.632, -1.822], [1.554, 1.610, -0.092], [-0.372, 1.352, -1.071], [-3.383, -2.203, 1.147], [1.129, 2.208, 0.727], [-1.809, -1.884, 0.899], [-2.110, 0.070, 0.011], [2.424, 1.126, 0.258]]}


12.
{"formula": "C5H7B", "method": "wB97M-V/def2-TZVPD", "charge": 0, "orbital_gap_ev": [8.10, 7.50], "spin_multiplicity": 1, "lumo_ev": [-0.6, -1.2], "homo_energy_ha": [-0.3211, -0.3195], "de_lowest_kcal_mol": 158.7, "total_energy_ev": -5966.1850, "symbols": ["H", "H", "H", "C", "C", "H", "H", "B", "H", "H", "C", "C", "C"], "positions_angstrom": [[-0.091, -2.211, -1.506], [1.248, 0.342, 2.916], [0.964, 0.491, -0.763], [-1.692, 0.720, -1.095], [0.634, 1.134, 2.532], [0.467, 1.924, 3.167], [-2.072, -1.152, -2.127], [-0.026, 0.972, 1.342], [-2.594, 1.202, -0.995], [1.767, -1.289, -0.424], [1.011, -0.570, -0.759], [-0.103, -1.113, -1.332], [-1.342, -0.459, -1.539]]}


What did the first record say?
{"formula": "C5H6O2S2", "method": "wB97M-V/def2-TZVPD", "charge": 0, "orbital_gap_ev": 7.53, "spin_multiplicity": 1, "lumo_ev": 0.7, "homo_energy_ha": -0.2516, "de_lowest_kcal_mol": 51.8, "smiles": "C1COC2=C(O1)SCS2", "total_energy_ev": -31043.7031, "symbols": ["H", "H", "C", "C", "C", "H", "C", "S", "H", "H", "O", "S", "C", "O", "H"], "positions_angstrom": [[-0.921, -3.102, -1.870], [-1.584, -3.277, -0.192], [1.028, 1.334, 1.189], [-1.037, -2.639, -0.966], [0.312, 1.988, -0.002], [2.011, 1.749, 1.619], [-0.884, 0.090, -0.288], [-1.765, -1.024, -1.431], [0.080, 3.102, 0.369], [0.955, 1.772, -0.815], [-0.933, 1.432, -0.260], [0.562, -2.288, -0.134], [0.497, -0.578, -0.024], [1.368, -0.077, 0.877], [0.311, 1.517, 1.926]]}